<1>
{
  "formula": "C13H14N2O2S",
  "method": "the ωB97M-V functional and the def2-TZVPD basis",
  "species": ["S", "O", "O", "N", "N", "C", "C", "C", "C", "C", "C", "C", "C", "C", "C", "C", "C", "C", "H", "H", "H", "H", "H", "H", "H", "H", "H", "H", "H", "H", "H", "H"],
  "coordinates": [[0.8657, 3.5458, -0.3048], [-1.2870, -0.2199, -1.5316], [3.2050, -1.2661, -0.2872], [0.9016, 0.9072, -0.3850], [-1.0934, 1.9534, 0.2327], [-3.8159, -1.1353, 0.9923], [-1.9551, 0.8732, 0.4598], [-2.0865, -0.2195, -0.4186], [-3.7159, -0.0489, 1.8399], [3.9427, 0.3950, 0.9960], [2.2469, 0.8925, -0.9181], [-2.7932, 0.9435, 1.5686], [4.5346, -0.8140, 1.4369], [0.2026, 2.0324, -0.1761], [-3.0087, -1.2159, -0.1302], [4.0491, -1.7858, 0.6201], [3.1445, 0.0671, -0.0593], [-1.4719, -1.2215, -2.5027], [-3.1168, -2.0599, -0.7924], [4.2214, -2.8431, 0.5800], [0.4143, 0.0252, -0.3679], [-2.7092, 1.7986, 2.2232], [2.2391, 0.4862, -1.9365], [-1.4397, 2.8456, 0.5633], [-2.4962, -1.2249, -2.8859], [-0.7862, -0.9710, -3.3107], [4.0909, 1.3746, 1.4009], [-4.5286, -1.9208, 1.1899], [5.2245, -0.9367, 2.2462], [-1.2230, -2.2138, -2.1123], [-4.3510, 0.0288, 2.7082], [2.5959, 1.9282, -0.9391]],
  "mol_weight_g_mol": 262.3,
  "lumo_energy_ha": 0.0213,
  "total_charge": 0,
  "smiles": "COc1ccccc1NC(=S)NCc1ccco1"
}

<2>
{
  "formula": "C13H14N2O2S",
  "method": "the ωB97M-V functional and the def2-TZVPD basis",
  "species": ["S", "O", "O", "N", "N", "C", "C", "C", "C", "C", "C", "C", "C", "C", "C", "C", "C", "C", "H", "H", "H", "H", "H", "H", "H", "H", "H", "H", "H", "H", "H", "H"],
  "coordinates": [[3.2139, 1.8281, -0.4130], [-5.5219, 0.7862, 0.1191], [2.1799, -3.0751, -0.0737], [2.9917, -0.9163, -0.2203], [1.0926, 0.2618, -0.1825], [-3.0983, 1.0487, -0.0183], [-0.4826, -1.6281, -0.0030], [0.7541, -1.0789, -0.0976], [4.9612, 1.3675, -0.0923], [-2.9276, -1.7165, 0.1296], [-1.7492, -0.9599, 0.0264], [5.2080, 0.9982, 1.3586], [-4.1576, -1.1077, 0.1579], [-4.2615, 0.2863, 0.0838], [1.9926, -1.8816, -0.1234], [2.3793, 0.3171, -0.2532], [-5.7020, 2.1805, 0.0459], [-1.8648, 0.4331, -0.0461], [4.6177, 0.1350, 1.6585], [6.2609, 0.7648, 1.5045], [3.9739, -1.1192, -0.2956], [4.9440, 1.8309, 2.0058], [-0.9640, 1.0201, -0.1253], [-3.1469, 2.1248, -0.0769], [-5.2256, 2.6915, 0.8884], [-5.0669, -1.6828, 0.2368], [-5.3135, 2.5866, -0.8933], [-0.4981, -2.7098, 0.0561], [-2.8624, -2.7932, 0.1869], [5.5148, 2.2669, -0.3602], [-6.7781, 2.3409, 0.0896], [5.2441, 0.5730, -0.7827]],
  "mol_weight_g_mol": 262.3,
  "lumo_energy_ha": -0.0085,
  "total_charge": 0,
  "smiles": "CCSC1=N/C(=C\\c2ccc(OC)cc2)C(=O)N1"
}

Relative energy of each structure, in kcal/mol: <1> 14.0; <2> 0.0.

<1>
{
  "formula": "C2H12N2O4",
  "method": "the ωB97M-V functional and the def2-TZVPD basis",
  "species": ["O", "O", "O", "O", "N", "N", "C", "C", "H", "H", "H", "H", "H", "H", "H", "H", "H", "H", "H", "H"],
  "coordinates": [[1.2349, -1.4265, -2.6658], [-0.0668, 0.0165, 0.9888], [-0.9013, -1.7313, -0.8334], [-2.1058, -1.5794, 2.1007], [1.0187, 1.6492, -0.1021], [-1.2287, 1.8827, 0.3783], [-0.0865, 1.1505, 0.4983], [2.3556, 1.0793, 0.0929], [-0.9209, -1.0833, -0.1009], [0.9809, 2.6260, -0.3441], [-1.1853, 2.8835, 0.4296], [-2.0893, -2.1371, 1.3110], [0.3693, -1.0801, -2.9441], [3.1343, 1.8143, -0.0495], [2.4474, 0.2184, -0.5656], [-2.0620, 1.4219, 0.7017], [0.0443, -1.6592, -1.0422], [2.3843, 0.7539, 1.1242], [-1.2955, -1.0503, 1.9899], [1.1473, -2.3545, -2.9236]],
  "mol_weight_g_mol": 128.1,
  "lumo_energy_ha": 0.0176,
  "total_charge": 0,
  "smiles": "CNC(N)=O.O.O.O"
}

<2>
{
  "formula": "C2H12N2O4",
  "method": "the ωB97M-V functional and the def2-TZVPD basis",
  "species": ["O", "O", "O", "O", "N", "N", "C", "C", "H", "H", "H", "H", "H", "H", "H", "H", "H", "H", "H", "H"],
  "coordinates": [[-0.8335, -1.9851, -1.8726], [-0.7296, 0.2840, 1.8815], [-1.7005, -2.0619, 0.8742], [1.2597, -0.8731, -3.0736], [-1.2831, 1.7282, 0.1571], [0.9042, 1.4500, 0.8352], [-0.4131, 1.0348, 0.9758], [2.0541, 0.7799, 1.5629], [-0.8647, -1.0790, -2.1717], [1.9260, 1.0803, 2.5510], [1.2650, -0.2570, -2.3374], [1.2097, 1.6911, -0.0987], [-1.0891, -1.3746, 1.1457], [0.9809, -1.7564, -2.7586], [-2.5595, -1.8101, 1.2167], [-1.6933, -2.1923, -1.5000], [2.1770, -0.2605, 1.2656], [2.8653, 1.3289, 1.0709], [-2.2755, 1.5660, 0.3831], [-1.2001, 2.7069, -0.1072]],
  "mol_weight_g_mol": 128.1,
  "lumo_energy_ha": 0.0141,
  "total_charge": 0,
  "smiles": "CNC(N)=O.O.O.O"
}

Relative energy of each structure, in kcal/mol: <1> 0.0; <2> 14.8.

<1>
{
  "formula": "C4H5P",
  "method": "the ωB97M-V functional and the def2-TZVPD basis",
  "species": ["P", "C", "C", "C", "C", "H", "H", "H", "H", "H"],
  "coordinates": [[-0.7169, -1.6887, -1.6475], [-0.1692, -0.4261, 0.8754], [0.0376, -0.2118, -1.6165], [0.2126, 0.5210, -0.3019], [-0.7687, -1.5223, 0.5319], [0.1131, 0.0488, 1.7942], [1.1985, 1.0472, -0.0548], [-0.5916, 1.2354, -0.2776], [-1.2271, -2.3703, 1.0347], [0.3564, 0.3732, -2.4382]],
  "mol_weight_g_mol": 84.1,
  "lumo_energy_ha": 0.0209,
  "total_charge": 0,
  "smiles": "C1=CP=CC1"
}

<2>
{
  "formula": "C4H5P",
  "method": "the ωB97M-V functional and the def2-TZVPD basis",
  "species": ["P", "C", "C", "C", "C", "H", "H", "H", "H", "H"],
  "coordinates": [[-1.8309, 0.0764, -0.3180], [-0.5652, -0.8403, 0.4688], [-0.4099, 0.7328, 0.5580], [1.0010, 0.7314, -0.1528], [1.2158, -0.5281, -0.4110], [1.5710, 1.6119, -0.3693], [-0.6561, 1.2752, 1.3773], [-0.5309, -1.3907, 1.4725], [1.6386, -1.3372, -0.9699], [-1.4333, -0.3314, -1.6556]],
  "mol_weight_g_mol": 84.1,
  "lumo_energy_ha": 0.0358,
  "total_charge": 0
}

Relative energy of each structure, in kcal/mol: <1> 0.0; <2> 65.1.